No. 1
Molecular formula: C3H4AuO3
Method: DFT, ωB97M-V/def2-TZVPD

Structure (ORCA input):
```
! RIJCOSX wB97M-V def2-TZVPD def2/J DEFGRID3
* xyz 0 4
Au 2.559 0.572 -0.729
O -1.103 -0.671 -0.398
O -2.232 1.112 0.350
O 0.008 0.977 0.530
C 0.095 -1.310 -0.007
C 1.158 -0.436 0.401
C -1.155 0.606 0.099
H -0.118 -2.030 0.791
H 3.917 -0.416 -0.647
H 1.448 -0.445 1.462
H 1.071 -1.834 -0.610
*
```

Summary:
energy above the lowest of the compared OMol25 structures with the same formula, charge and spin	64.2	kcal/mol
Kohn-Sham gap (spin up / spin down)	6.064 / 5.697	eV
HOMO energy (spin up / spin down)	-6.63 / -10.73	eV


No. 2
Molecular formula: C3H4BiO4
Method: DFT, ωB97M-V/def2-TZVPD

Structure (ORCA input):
```
! RIJCOSX wB97M-V def2-TZVPD def2/J DEFGRID3
* xyz 0 2
Bi -3.630 -0.007 -0.755
O -1.733 0.907 -0.439
O -2.215 -1.060 0.419
O -0.355 -0.041 1.078
O 0.835 -1.626 -0.532
C -1.383 -0.114 0.238
C 1.479 -0.428 -0.452
C 0.861 0.535 0.564
H 1.438 0.150 -1.413
H 0.597 1.485 0.074
H 2.564 -0.517 -0.188
H 1.543 0.715 1.408
*
```

Summary:
energy above the lowest of the compared OMol25 structures with the same formula, charge and spin	22.6	kcal/mol
Kohn-Sham gap (spin up / spin down)	6.179 / 4.445	eV
HOMO energy (spin up / spin down)	-6.52 / -6.52	eV


No. 3
Molecular formula: C3H4Br2O2
Method: DFT, ωB97M-V/def2-TZVPD

Structure (ORCA input):
```
! RIJCOSX wB97M-V def2-TZVPD def2/J DEFGRID3
* xyz 0 1
Br 1.540 -2.234 0.728
Br -0.457 3.190 -0.031
O 0.269 0.719 -1.543
O -0.826 -0.792 1.109
C 0.205 -1.021 0.150
C -0.448 1.271 -0.502
C 0.758 0.374 -0.203
H 1.762 0.740 0.035
H -0.308 -1.320 -0.764
H -1.395 0.778 -0.308
H -1.098 -1.705 1.329
*
```

Summary:
energy above the lowest of the compared OMol25 structures with the same formula, charge and spin	26.9	kcal/mol
SMILES	O[C@H](Br)[C@H]1O[C@@H]1Br
Kohn-Sham gap	10.744	eV
HOMO energy	-10.16	eV


No. 4
Molecular formula: C3H4Br2S
Method: DFT, ωB97M-V/def2-TZVPD

Structure (ORCA input):
```
! RIJCOSX wB97M-V def2-TZVPD def2/J DEFGRID3
* xyz 0 1
Br -3.767 0.080 0.732
Br -0.616 0.626 2.676
S 2.373 -1.742 -0.180
C -1.870 0.790 0.045
C -0.935 0.886 0.908
C 1.389 -0.546 -0.886
H -1.977 1.201 -0.890
H 0.510 -0.796 -1.427
H 1.403 0.487 -0.734
H 3.489 -0.986 -0.243
*
```

Summary:
energy above the lowest of the compared OMol25 structures with the same formula, charge and spin	109.6	kcal/mol
Kohn-Sham gap (spin up / spin down)	9.339 / 5.661	eV
HOMO energy (spin up / spin down)	-9.27 / -7.69	eV


No. 5
Molecular formula: C3H4Br3ClO
Method: DFT, ωB97M-V/def2-TZVPD

Structure (ORCA input):
```
! RIJCOSX wB97M-V def2-TZVPD def2/J DEFGRID3
* xyz 0 1
Br 3.464 2.050 0.011
Br 4.018 -0.586 -1.711
Br 4.432 -0.521 1.463
Cl 1.790 -2.266 0.192
O 0.800 0.131 -0.511
C 3.309 0.044 -0.053
C 1.768 -0.415 0.253
C -0.567 -0.238 -0.266
H 1.745 -0.244 1.388
H -0.486 -1.454 -0.138
H -1.147 0.000 -1.095
H -1.003 0.181 0.673
*
```

Summary:
Kohn-Sham gap	10.058	eV
HOMO energy	-10.14	eV


No. 6
Molecular formula: C3H4BrCl2O4P
Method: DFT, ωB97M-V/def2-TZVPD

Structure (ORCA input):
```
! RIJCOSX wB97M-V def2-TZVPD def2/J DEFGRID3
* xyz -2 1
Br -0.614 1.389 -2.120
Cl 1.174 3.392 0.959
Cl -1.613 2.862 1.559
P 1.258 -2.105 -0.684
O 0.283 -2.318 -1.786
O 0.784 -2.434 0.739
O 1.067 -0.038 -0.611
O 2.697 -2.208 -0.970
C -0.080 0.267 -0.636
C -0.002 2.052 1.196
C -1.188 -0.407 0.033
H 0.522 1.406 1.963
H -2.230 0.160 0.019
H -1.243 -1.388 -0.678
H -0.813 -0.630 1.018
*
```

Summary:
energy above the lowest of the compared OMol25 structures with the same formula, charge and spin	66.6	kcal/mol
Kohn-Sham gap	5.694	eV
HOMO energy	-0.47	eV


No. 7
Molecular formula: C3H4BrClO
Method: DFT, ωB97M-V/def2-TZVPD

Structure (ORCA input):
```
! RIJCOSX wB97M-V def2-TZVPD def2/J DEFGRID3
* xyz 0 1
Br -0.093 0.478 -2.460
Cl 2.253 0.368 -0.597
O 0.040 1.594 0.140
C -0.123 -0.915 0.011
C 0.567 0.650 -0.611
C -0.901 -0.958 1.074
H -1.221 -0.089 1.638
H 0.498 -1.749 -0.479
H 0.452 2.472 -0.079
H -1.471 -1.851 1.364
*
```

Summary:
energy above the lowest of the compared OMol25 structures with the same formula, charge and spin	43.3	kcal/mol
SMILES	C=C[C@@](O)(Cl)Br
Kohn-Sham gap	10.531	eV
HOMO energy	-9.95	eV


No. 8
Molecular formula: C3H4BrI
Method: DFT, ωB97M-V/def2-TZVPD

Structure (ORCA input):
```
! RIJCOSX wB97M-V def2-TZVPD def2/J DEFGRID3
* xyz 0 1
I 0.619 -3.258 0.353
Br 1.291 2.094 0.388
C 0.632 -1.163 0.120
C -0.468 -0.492 0.265
C -0.345 1.246 -0.118
H 1.446 -0.677 -0.445
H -1.491 -0.815 0.243
H -1.222 1.804 0.457
H -0.462 1.261 -1.262
*
```

Summary:
energy above the lowest of the compared OMol25 structures with the same formula, charge and spin	27.7	kcal/mol
SMILES	BrC/C=C/I
Kohn-Sham gap	9.699	eV
HOMO energy	-9.28	eV